C5H13N3 | wB97M-V/def2-TZVPD

⟨S²⟩	0.758
energy above the lowest of the compared OMol25 structures with the same formula, charge and spin	0.0	kJ/mol
max |F|	1.442	eV Å⁻¹
highest occupied orbital energy (alpha / beta)	-11.1 / -11.1	eV

Structure (ORCA input):
```
! RIJCOSX wB97M-V def2-TZVPD def2/J DEFGRID3
* xyz 1 2
N -1.72352 0.03446 1.59414
N 0.92245 -2.63699 -1.32854
N 3.20135 -0.03009 -0.24659
C -1.64992 1.19170 0.78971
C 2.46641 -0.81020 -1.04624
C -0.70603 1.39491 -0.13735
C 1.47519 -1.64846 -0.56979
C -2.84474 2.11105 0.89653
H 0.14801 -3.09931 -0.86692
H 3.40272 -0.37485 0.68512
H -1.12144 -0.68516 1.21390
H 2.64234 -0.73575 -2.11416
H 1.06955 -1.46930 0.42187
H 1.60434 -3.32772 -1.63476
H -2.67283 -0.31966 1.61175
H -3.33308 2.14811 -0.07929
H -0.02795 0.62395 -0.48002
H -0.75807 2.30118 -0.72443
H -2.49962 3.12853 1.07770
H 4.00033 0.42811 -0.66827
H -3.59550 1.77548 1.60562
*
```